1.
DFT (the ωB97M-V functional and the def2-TZVPD basis) results for a structure of composition C25H46Cl2N3O6PtSi in a non-equilibrium geometry.

Structure (XYZ):
```
84
Properties=species:S:1:pos:R:3:lowdin_charge:R:1
C -2.95179 -0.26067 -5.59661 -0.074
C -1.72628 -0.70090 -4.76547 -0.273
H -2.61981 -0.28469 -6.64404 0.062
H -3.34521 0.75924 -5.41327 0.043
H -3.78671 -0.99440 -5.50328 0.084
C -0.60154 -1.17260 -5.40884 -0.120
C -0.84779 -1.96971 -6.64324 -0.126
H 0.45913 -0.94661 -5.12083 0.110
H -0.58545 -1.37683 -7.53680 0.078
H -1.91752 -2.25897 -6.71700 0.076
H -0.21308 -2.86446 -6.67837 0.061
Pt 0.59854 0.52508 1.42937 0.815
Cl 0.64582 1.41999 -1.68139 0.413
C -0.28331 -2.07002 4.15873 -0.377
O 0.49118 -1.29799 4.64129 0.002
N 0.09565 -3.19685 3.45585 -0.211
C 1.44819 -3.72131 3.49352 -0.074
C -0.84047 -4.07001 2.75459 -0.106
H -1.43264 -1.99720 4.34967 0.157
H 2.04097 -3.15858 4.22043 0.081
H 1.95709 -3.67180 2.51270 0.082
H 1.44683 -4.78061 3.80142 0.081
H -1.80742 -3.58970 2.64797 0.074
H -1.02377 -5.02987 3.29842 0.084
H -0.50621 -4.36347 1.73550 0.071
H 1.65719 3.51041 5.61424 0.075
H -0.31391 4.13293 5.47939 0.098
C 1.91833 3.25614 4.59119 -0.015
C -0.22520 4.47764 4.41948 -0.037
N 0.73644 3.57491 3.79290 -0.175
H 2.21073 2.20289 4.57365 0.103
C 0.55353 3.17635 2.55827 -0.225
O 1.35000 2.27339 2.09431 -0.223
H -1.17199 4.36847 3.85127 0.100
H -0.17521 3.71706 1.92818 0.169
H 2.78690 3.87266 4.33248 0.099
H 0.19287 5.51869 4.35659 0.104
H 2.95627 0.94494 -2.91896 0.058
H 2.89254 -1.89068 -2.85901 0.083
C 3.70583 0.79807 -2.11046 -0.068
C 3.62848 -1.75895 -2.04745 -0.037
N 3.42294 -0.45890 -1.39889 -0.159
H 3.63883 1.59357 -1.35604 0.088
C 2.91512 -0.41035 -0.16607 -0.308
O 2.37937 0.66076 0.31903 -0.314
H 3.49888 -2.57104 -1.30900 0.095
H 2.76793 -1.31322 0.41624 0.091
H 4.70114 0.77201 -2.59304 0.086
H 4.63543 -1.81618 -2.48662 0.084
O -1.25445 0.62684 -3.40039 -0.252
C -2.03460 -0.60097 -3.28675 -0.207
C -0.16450 -2.01460 -2.47383 -0.101
C -1.49057 -1.63885 -2.37544 -0.190
H 0.53585 -1.26562 -2.85189 0.086
C 0.20459 -3.31133 -2.10475 -0.122
H -3.13818 -0.46530 -3.01878 0.167
C -2.38204 -2.41483 -1.59536 -0.049
H 1.17752 -3.68361 -2.39425 0.084
C -0.65706 -4.11762 -1.36750 -0.137
C -1.91674 -3.59620 -1.03754 -0.142
H -3.41846 -2.06650 -1.41621 0.116
H -0.31192 -5.09699 -1.03119 0.092
H -2.54537 -4.19700 -0.36072 0.097
Si -0.83313 2.17032 -3.16510 0.021
Cl 0.11965 -1.45608 0.62946 0.209
C 0.64844 3.37598 -3.57697 -0.278
C -1.84151 3.30358 -1.93202 -0.208
C -1.93040 2.62015 -4.74193 -0.212
H 1.59327 2.82798 -3.71042 -0.027
H 0.86147 4.13534 -2.79812 0.014
H 0.41585 3.91592 -4.50547 -0.004
H -1.59413 2.06712 -5.64826 0.017
H -1.89560 3.74457 -4.90761 0.023
H -3.00314 2.32519 -4.61055 0.010
H -2.43470 2.70888 -1.20545 -0.009
H -2.48969 3.91763 -2.60042 0.008
H -1.16876 3.96592 -1.34316 0.011
C -3.65087 0.81793 1.93754 -0.018
C -2.14308 0.99779 1.49291 -0.641
O -1.86696 1.48332 0.36137 -0.079
O -1.24585 0.57936 2.36774 -0.274
H -4.11590 1.82338 1.96463 0.063
H -3.80714 0.35542 2.94698 0.066
H -4.21124 0.22304 1.14406 0.085
```

Results
frontier orbital gap (spin up / spin down): 4.06 / 6.43 eV
lowest unoccupied orbital energy (spin up / spin down): 2.2 / 2.2 eV
ΔE to the lowest compared entry with this formula, charge and spin: 12.3 kcal per mole
multiplicity: 3
total charge: -1

---

2.
DFT (the ωB97M-V functional and the def2-TZVPD basis) results for a structure of composition C25H46N2O5RuSi4Te in a non-equilibrium geometry.

Structure (XYZ):
```
84
Properties=species:S:1:pos:R:3:lowdin_charge:R:1
Ru -0.41660 -0.49360 0.19256 1.079
C -2.48803 2.02794 -2.52096 -0.022
C -1.74628 1.72576 -1.24229 -0.447
O -0.74876 0.90750 -1.36022 -0.191
C -2.10607 2.33789 -0.06440 -0.040
C -1.40853 2.14897 1.17329 -0.353
C -1.80675 2.96834 2.36487 -0.037
N -0.45181 1.27379 1.27298 -0.137
N 0.21628 1.21865 2.50056 0.089
C 1.00847 0.19758 2.46678 -0.480
O 1.11497 -0.57947 1.41572 -0.238
C 1.86809 -0.13753 3.62114 -0.161
C 1.87311 0.66183 4.76202 -0.028
C 2.66423 0.31914 5.84507 -0.092
C 3.45828 -0.82109 5.79823 -0.105
C 3.45784 -1.61538 4.66149 -0.091
C 2.66495 -1.27689 3.57529 -0.046
H -2.26878 1.25562 -3.25516 0.079
H -2.17883 2.99484 -2.92423 0.080
H -3.56233 2.06581 -2.34162 0.078
H -2.93932 3.02608 -0.07279 0.096
H -2.53680 3.72448 2.08307 0.068
H -0.94315 3.43948 2.83029 0.072
H -2.23993 2.29426 3.10740 0.081
H 1.24478 1.54196 4.78311 0.108
H 2.66277 0.94240 6.73092 0.096
H 4.07136 -1.09007 6.64967 0.095
H 4.07041 -2.50748 4.62194 0.102
H 2.64540 -1.88789 2.68328 0.113
C 2.37713 -2.32150 -2.44273 -0.014
C 1.31016 -1.23515 -2.43829 -0.522
C 1.37264 -0.37722 -3.69149 -0.017
O 1.57970 -0.43329 -1.27551 -0.072
C -0.07035 -1.94862 -2.35517 -0.595
O -0.42707 -2.59196 -3.33061 0.044
O -0.75313 -1.85983 -1.26195 -0.213
H 3.36205 -1.87542 -2.59265 0.084
H 2.16925 -3.03528 -3.23820 0.089
H 2.37362 -2.84592 -1.48617 0.093
H 2.37495 0.04248 -3.80334 0.086
H 0.64650 0.43542 -3.62639 0.080
H 1.12880 -0.98528 -4.56062 0.088
H 1.22522 0.45608 -1.42773 0.070
C -1.73103 -5.43960 0.67830 -0.211
Si -1.13445 -5.13751 2.43246 0.318
C 0.68885 -4.67400 2.37144 -0.212
C -1.30482 -6.74354 3.41846 -0.225
Si -2.34383 -3.39107 3.40424 0.009
Te -2.11267 -1.42346 1.91937 0.560
Si -1.53017 -2.81687 5.52347 0.327
C 0.33645 -2.66364 5.50418 -0.210
C -1.98698 -4.12517 6.81209 -0.220
C -2.25561 -1.16599 6.05775 -0.221
Si -4.65574 -3.73336 3.41011 0.305
C -5.27127 -4.10712 1.67528 -0.223
C -5.51549 -2.17579 4.02407 -0.226
C -5.15149 -5.16556 4.53845 -0.219
H -1.09642 -6.17995 0.18346 0.029
H -1.69612 -4.51332 0.09915 0.023
H -2.76056 -5.80175 0.65749 0.011
H 1.24051 -5.39593 1.76274 0.029
H 1.13542 -4.64958 3.36731 0.012
H 0.81461 -3.68348 1.92570 0.017
H -0.73577 -7.55061 2.94835 0.023
H -2.34792 -7.06109 3.48398 0.011
H -0.93259 -6.62042 4.43844 0.012
H 0.82175 -3.64186 5.48497 0.029
H 0.68494 -2.12483 6.38976 0.036
H 0.66903 -2.10843 4.62885 0.007
H -1.55242 -5.09581 6.56272 0.015
H -3.06770 -4.25826 6.89069 0.005
H -1.61230 -3.83053 7.79679 0.024
H -2.10419 -0.42588 5.26864 0.008
H -1.75914 -0.81071 6.96527 0.025
H -3.32761 -1.23272 6.25305 0.011
H -4.90901 -3.35190 0.97542 0.018
H -6.36471 -4.10956 1.65219 0.025
H -4.91930 -5.07893 1.32459 0.013
H -5.15214 -1.30520 3.47423 0.011
H -5.32278 -2.00358 5.08504 0.013
H -6.59680 -2.25101 3.87896 0.025
H -4.67764 -6.10092 4.23350 0.014
H -6.23550 -5.30689 4.49854 0.025
H -4.87405 -4.97852 5.57722 0.007
```

Results
frontier orbital gap (spin up / spin down): 6.59 / 6.57 eV
lowest unoccupied orbital energy (spin up / spin down): 2.5 / 2.5 eV
ΔE to the lowest compared entry with this formula, charge and spin: 37.0 kcal per mole
multiplicity: 2
total charge: -1

---

Table of molecular weight (g/mol), in record order: 778.73; 795.67
Table of total energy (eV), in record order: -79592.675; -81280.753